[1]
The following is a DFT calculation (wB97M-V/def2-TZVPD) of C10H8N3O6Sc as an isolated structure.

Atoms and positions in Å:
O -1.204 2.277 -4.659
C -0.915 2.062 -3.554
Sc -0.567 1.138 -1.020
C -2.049 1.999 0.746
O -2.572 2.214 1.751
C -1.933 -0.253 -2.757
O -0.912 -0.574 -1.981
C 1.131 0.845 -2.685
O 1.881 0.393 -3.439
C -2.687 0.849 -2.323
O -3.821 1.259 -2.230
H -2.218 -0.837 -3.634
C 3.139 0.612 2.057
N 1.862 -0.087 1.850
C 1.660 -1.349 2.337
C 0.477 -2.001 2.121
C -0.499 -1.396 1.302
N -0.284 -0.149 0.824
C 0.922 0.465 1.024
O 1.115 1.531 0.305
N -1.707 -1.930 0.935
H 2.973 1.602 2.443
H 3.690 0.681 1.133
H 3.682 0.016 2.766
H 2.477 -1.749 2.899
H 0.251 -2.979 2.496
H -1.895 -2.846 1.328
H -1.998 -1.793 -0.037

Properties
Frontier orbital gap (alpha / beta) ... 7.18 / 6.93 eV
Charge ... +2
HOMO level (alpha / beta) ... -15.7 / -15.6 eV
Spin multiplicity ... 1

[2]
The following is a DFT calculation (wB97M-V/def2-TZVPD) of C5H7NO in the gas phase.

Atoms and positions in Å:
C -0.748 -1.689 -0.894
C 0.422 -1.060 -0.924
C 0.549 0.443 -0.794
C 0.675 0.658 0.710
N 0.084 1.778 1.538
C -0.583 0.601 1.460
O -1.641 0.074 1.671
H -1.685 -1.138 -0.877
H -0.814 -2.771 -0.831
H 1.349 -1.632 -0.881
H -0.346 0.934 -1.194
H 1.417 0.830 -1.341
H 1.617 0.308 1.129
H -0.295 2.665 1.227

Properties
Frontier orbital gap ... 10.62 eV
Charge ... 0
HOMO level ... -9.6 eV
Spin multiplicity ... 1

[3]
The following is a DFT calculation (wB97M-V/def2-TZVPD) of C12H25N in the gas phase.

Atoms and positions in Å:
C -2.733 0.879 -0.426
C -1.696 1.418 0.613
C -0.573 2.065 -0.334
C 0.545 2.978 0.319
C 1.743 2.177 0.195
C 1.908 0.639 0.512
C 2.776 -0.134 -0.469
N 2.720 -1.516 -0.065
C 1.377 -2.229 -0.367
C 0.267 -2.192 0.762
C -1.200 -2.519 0.276
C -2.132 -1.483 0.416
C -2.169 -0.534 -0.712
H -2.568 1.639 -1.384
H -3.862 1.086 -0.140
H -2.130 2.072 1.352
H -1.200 0.779 1.240
H -1.000 2.833 -1.065
H -0.263 1.325 -0.909
H 0.504 3.355 1.428
H 0.480 3.953 -0.417
H 2.635 2.622 0.730
H 1.879 2.291 -0.910
H 2.328 0.522 1.621
H 0.785 0.153 0.407
H 3.863 0.160 -0.273
H 2.257 -0.129 -1.599
H 3.492 -2.029 -0.633
H 1.165 -1.577 -1.237
H 1.547 -3.239 -0.793
H 0.196 -1.216 1.140
H 0.452 -2.883 1.594
H -1.563 -3.502 0.738
H -1.124 -2.989 -0.774
H -2.070 -1.101 1.493
H -2.975 -2.230 0.330
H -1.107 -0.427 -0.983
H -2.554 -1.016 -1.681

Properties
Frontier orbital gap ... 9.73 eV
Charge ... 0
HOMO level ... -8.7 eV
Spin multiplicity ... 1

[4]
The following is a DFT calculation (wB97M-V/def2-TZVPD) of C9H11OP in the gas phase.

Atoms and positions in Å:
C 0.337 -1.546 2.058
C 0.433 -2.781 1.469
C 0.249 -0.380 1.341
C 0.323 -2.858 0.117
C 0.222 -0.466 -0.060
C 0.327 -1.713 -0.704
C 0.075 0.711 -1.010
C 0.099 2.067 -0.349
C 0.372 -1.821 -2.236
O 0.971 -3.003 -2.376
P -1.192 2.545 0.897
H 0.257 -1.416 3.178
H 0.488 -3.703 2.103
H 0.324 0.527 2.007
H 0.254 -3.885 -0.417
H 0.923 0.683 -1.604
H -0.833 0.636 -1.593
H 0.946 2.059 0.332
H 0.312 2.908 -1.039
H 1.138 -3.281 -3.282
H -1.954 3.037 -0.200
H -2.011 1.431 1.070

Properties
Frontier orbital gap ... 8.72 eV
Charge ... 0
HOMO level ... -8.7 eV
Spin multiplicity ... 1

[5]
The following is a DFT calculation (wB97M-V/def2-TZVPD) of C6H15N3O2 as an isolated structure.

Atoms and positions in Å:
C 1.783 1.384 -1.496
C 0.685 -2.283 0.735
C -2.422 -0.611 0.614
C 0.689 -1.451 -0.630
C -1.554 -0.443 -0.683
C 0.386 1.017 -0.544
N -0.531 1.987 -0.541
N 1.176 1.520 1.126
N -0.125 -0.228 -0.509
O 2.764 1.649 -0.807
O 1.492 1.241 -2.663
H 1.020 -1.709 1.562
H -0.312 -2.632 0.993
H 1.531 -3.108 0.720
H -2.145 0.235 1.263
H -3.497 -0.628 0.453
H -2.162 -1.468 1.082
H 0.257 -2.207 -1.291
H 1.659 -1.174 -0.856
H -1.957 0.501 -1.205
H -1.710 -1.442 -1.115
H -0.081 2.884 -0.729
H -0.968 1.943 0.413
H 0.566 2.270 1.474
H 1.301 0.809 1.746
H 2.155 1.945 0.888

Properties
Frontier orbital gap ... 8.80 eV
Charge ... 0
HOMO level ... -8.4 eV
Spin multiplicity ... 1

[6]
The following is a DFT calculation (wB97M-V/def2-TZVPD) of a 3-piece molecular cluster, C34H67BFN2O6 overall.

Atoms and positions in Å:
C 1.313 -6.430 -2.136
C 1.021 -4.952 -2.323
O -0.380 -4.681 -2.031
B -0.958 -3.579 -2.548
O -1.097 -3.309 -3.861
N -1.517 -2.604 -1.484
C -2.986 -2.303 -1.514
C -3.098 -1.516 -0.206
C -1.863 -0.574 -0.254
C -2.385 0.847 -0.559
N -3.104 1.316 0.636
C -0.878 -1.232 -1.302
C 0.535 -1.426 -0.741
C 0.665 -2.298 0.510
C 2.128 -2.483 0.871
F 2.646 -1.255 1.277
C -0.844 -0.458 -2.622
C 0.055 0.781 -2.568
O -0.515 1.746 -3.419
C 0.397 2.729 -3.887
C 0.529 3.893 -2.924
O 1.603 3.625 -2.022
C 1.484 4.215 -0.782
C 0.664 3.677 0.186
C 0.556 4.276 1.424
C 1.271 5.423 1.738
C 1.161 6.153 3.086
C 0.434 7.486 2.781
C 0.312 5.330 4.052
C 2.608 6.371 3.593
C 2.909 6.765 5.057
C 4.371 7.269 5.082
C 2.852 5.568 6.020
C 2.036 7.901 5.589
C 2.105 5.936 0.746
C 2.218 5.351 -0.492
H 2.292 -6.595 -1.699
H 1.232 -6.971 -3.075
H 0.580 -6.828 -1.435
H 1.620 -4.366 -1.624
H 1.245 -4.625 -3.338
H -2.010 -3.140 -4.145
H -1.431 -3.119 -0.608
H -3.255 -1.718 -2.386
H -3.556 -3.229 -1.473
H -4.043 -0.984 -0.199
H -2.986 -2.216 0.621
H -1.408 -0.471 0.729
H -3.047 0.815 -1.429
H -1.588 1.556 -0.735
H -4.089 1.092 0.590
H -3.052 2.325 0.686
H 1.162 -1.878 -1.520
H 0.952 -0.450 -0.501
H 0.235 -3.296 0.386
H 0.206 -1.811 1.373
H 2.254 -3.190 1.690
H 2.715 -2.799 0.005
H -1.838 -0.138 -2.928
H -0.476 -1.097 -3.425
H 1.072 0.527 -2.881
H 0.140 1.170 -1.553
H 0.013 3.086 -4.841
H 1.389 2.295 -4.041
H 0.726 4.820 -3.469
H -0.406 3.994 -2.367
H 0.094 2.781 -0.027
H -0.106 3.813 2.141
H -0.027 7.906 3.671
H 1.144 8.217 2.391
H -0.317 7.329 2.009
H -0.677 5.159 3.627
H 0.213 5.811 5.018
H 0.763 4.349 4.218
H 3.072 7.135 2.968
H 3.163 5.448 3.397
H 4.523 7.890 5.968
H 4.603 7.893 4.220
H 5.078 6.444 5.157
H 1.837 5.371 6.366
H 3.240 4.664 5.553
H 3.430 5.799 6.917
H 2.161 8.802 4.983
H 0.975 7.665 5.604
H 2.338 8.155 6.606
H 2.682 6.827 0.946
H 2.865 5.774 -1.247
C -6.185 -4.340 -3.582
C -5.488 -3.132 -4.181
C -6.172 -2.649 -5.447
O -4.107 -3.437 -4.447
H -6.175 -5.173 -4.289
H -5.682 -4.671 -2.672
H -7.223 -4.113 -3.339
H -5.465 -2.322 -3.448
H -6.161 -3.436 -6.205
H -5.657 -1.782 -5.859
H -7.209 -2.378 -5.253
H -4.083 -4.149 -5.097
C 3.089 -10.343 1.289
C 2.673 -8.952 0.841
C 1.308 -8.569 1.393
O 2.682 -8.860 -0.586
H 2.376 -11.086 0.923
H 4.070 -10.596 0.889
H 3.127 -10.414 2.376
H 3.417 -8.226 1.174
H 0.545 -9.262 1.029
H 1.029 -7.565 1.068
H 1.300 -8.595 2.483
H 2.042 -9.498 -0.922

Properties
Frontier orbital gap ... 8.32 eV
Charge ... +1
HOMO level ... -10.4 eV
Spin multiplicity ... 1

[7]
The following is a DFT calculation (wB97M-V/def2-TZVPD) of C3H4N4O as an isolated structure.

Atoms and positions in Å:
C 2.169 -0.417 0.123
C -0.221 0.177 -0.137
C -1.263 1.235 -0.092
H 1.945 -1.492 -0.373
H 2.490 -0.478 1.202
H 2.867 0.605 -0.560
H -1.097 2.275 -0.565
N 1.054 0.470 0.267
N -2.523 0.991 0.086
N -1.813 -1.621 -0.042
N -0.688 -1.215 -0.225
O -2.921 -0.531 0.316

Properties
Frontier orbital gap ... 8.57 eV
Charge ... 0
HOMO level ... -9.6 eV
Spin multiplicity ... 1

[8]
The following is a DFT calculation (wB97M-V/def2-TZVPD) of C22H20ClN5O in the gas phase.

Atoms and positions in Å:
C 2.414 1.602 0.963
C 2.317 0.614 -0.197
C 3.695 0.048 -0.562
O 4.202 -0.892 0.408
C 3.270 -1.955 0.637
C 3.784 -2.950 1.670
C 4.371 -2.511 2.876
C 4.842 -3.404 3.784
C 4.805 -4.781 3.475
C 4.223 -5.187 2.268
N 3.656 -4.288 1.417
C 1.876 -1.467 1.109
N 1.402 -0.519 0.104
C 0.066 -0.466 -0.267
C -0.769 -1.612 -0.351
C -2.089 -1.469 -0.723
C -2.565 -0.216 -1.067
N -3.799 0.252 -1.522
C -3.659 1.576 -1.647
C -4.704 2.628 -1.935
C -4.362 3.974 -2.054
C -5.368 4.943 -2.295
C -6.724 4.561 -2.412
C -7.005 3.174 -2.352
Cl -8.605 2.614 -2.612
C -6.034 2.257 -2.118
N -2.378 1.964 -1.320
C -1.674 0.853 -0.922
N -0.420 0.783 -0.524
H 2.916 1.126 1.853
H 1.377 1.843 1.228
H 2.957 2.527 0.761
H 1.994 1.156 -1.085
H 3.583 -0.422 -1.523
H 4.407 0.895 -0.701
H 3.148 -2.475 -0.302
H 4.427 -1.449 3.077
H 5.289 -3.080 4.720
H 5.246 -5.523 4.158
H 4.253 -6.222 1.967
H 1.891 -0.997 2.093
H 1.208 -2.299 1.243
H -0.441 -2.624 -0.187
H -2.732 -2.322 -0.786
H -3.339 4.334 -1.976
H -5.095 5.992 -2.392
H -7.523 5.300 -2.562
H -6.326 1.206 -2.161
H -2.011 2.907 -1.259

Properties
Frontier orbital gap ... 7.73 eV
Charge ... 0
HOMO level ... -7.6 eV
Spin multiplicity ... 1

Number 1: E -47939.147 eV, largest force on an atom 5.5 eV Å⁻¹. Number 2: E -8833.746 eV, largest force on an atom 0.6 eV Å⁻¹. Number 3: E -14333.992 eV, largest force on an atom 7.9 eV Å⁻¹. Number 4: E -20843.731 eV, largest force on an atom 3.4 eV Å⁻¹. Number 5: E -15028.258 eV, largest force on an atom 4.0 eV Å⁻¹. Number 6: E -55000.841 eV, largest force on an atom 1.2 eV Å⁻¹. Number 7: E -11175.866 eV, largest force on an atom 6.6 eV Å⁻¹. Number 8: E -45159.386 eV, largest force on an atom 2.1 eV Å⁻¹.